Entry 1:
{
  "formula": "C26H59N10O12P2",
  "method": "ωB97M-V/def2-TZVPD",
  "charge": 1,
  "homo_lumo_gap_ev": 9.183,
  "species": ["C", "C", "C", "C", "N", "C", "P", "P", "O", "O", "O", "O", "C", "N", "N", "C", "C", "C", "C", "C", "O", "C", "C", "C", "O", "O", "N", "C", "C", "C", "C", "C", "C", "C", "C", "C", "O", "O", "H", "H", "H", "H", "H", "H", "H", "H", "H", "H", "H", "H", "H", "H", "H", "H", "H", "H", "H", "H", "H", "H", "H", "H", "H", "H", "H", "H", "H", "H", "H", "H", "H", "H", "H", "H", "H", "H", "H", "H", "H", "H", "H", "H", "H", "H", "H", "C", "O", "N", "N", "H", "H", "H", "H", "C", "O", "N", "N", "H", "H", "H", "H", "C", "O", "N", "N", "H", "H", "H", "H"],
  "coordinates": [[4.93332, -0.48528, -2.49622], [3.61668, -1.25515, -3.10113], [2.25143, -0.33042, -2.99135], [1.12577, -1.17283, -2.08199], [-0.01482, -0.29697, -1.68686], [-0.06994, 0.15636, -0.26329], [1.67866, 0.32024, 0.59856], [2.16759, -1.53575, 1.68655], [3.74471, -1.85533, 1.57809], [1.35410, -2.95144, 1.08635], [1.73326, -1.42636, 3.40611], [-0.74891, -0.83723, 0.51810], [-2.17428, -0.75728, 0.67454], [-2.40340, -1.01702, 2.18122], [-2.71860, -2.05308, 0.04601], [-2.23374, -3.30027, 0.69410], [-3.39555, -4.06100, 1.62672], [-2.93887, 0.61263, 0.12286], [-4.40957, 0.75556, 0.89654], [-5.46018, -0.45450, 0.56783], [-6.53036, -0.56356, 1.40174], [-3.38428, 0.45100, -1.48484], [-4.50857, 1.49356, -2.04728], [-5.92900, 0.75684, -2.53915], [-7.14071, 1.24093, -2.17647], [-5.91982, -0.47624, -3.34210], [-2.09055, 1.86643, 0.18502], [-2.30860, 2.84956, 1.29700], [-1.77952, 2.65521, 2.78335], [-0.50600, 1.71864, 3.12898], [-2.94980, 2.30392, 3.93470], [-0.62304, 1.68022, -0.23442], [-0.28787, 2.41183, -1.70340], [-0.39106, 4.04740, -1.65907], [0.68648, 4.79229, -0.67660], [-0.05113, 5.99685, 0.21913], [-1.08559, 6.73072, -0.27869], [0.35703, 6.35231, 1.60255], [5.58405, -0.11662, -3.39880], [5.57420, -1.28318, -1.90089], [4.64638, 0.35432, -1.72752], [3.84045, -1.61348, -4.19408], [3.39373, -2.24164, -2.47090], [2.46870, 0.73868, -2.53808], [1.84766, -0.21991, -4.10946], [0.67895, -1.95100, -2.87432], [1.60725, -1.84049, -1.25593], [-0.87532, -0.91210, -1.81154], [2.71975, 0.48100, -0.38028], [1.96035, -3.49169, 0.47079], [1.09663, -2.20612, 3.57936], [-2.49332, -0.13217, 2.71232], [-1.50115, -1.42826, 2.57415], [-2.47065, -2.12145, -0.96324], [-1.26954, -3.24118, 1.34473], [-1.99796, -4.08602, -0.17354], [-3.75849, -5.06642, 1.13733], [-3.04521, -4.17544, 2.74273], [-4.31565, -3.32197, 1.62868], [-4.32128, 0.77777, 2.07421], [-4.94570, 1.79721, 0.66074], [-5.36905, -1.26637, -0.26848], [-2.46124, 0.51141, -2.21046], [-3.87827, -0.61126, -1.71575], [-4.69724, 2.44629, -1.38657], [-4.07590, 1.93287, -3.07260], [-6.43432, -0.36907, -4.19860], [-2.42492, 2.44854, -0.65461], [-1.74448, 3.82541, 0.87616], [-3.42993, 3.26400, 1.37743], [-1.43472, 3.74177, 3.16270], [-0.43880, 0.68511, 2.59725], [0.48147, 2.32659, 2.90570], [-0.53640, 1.48526, 4.29948], [-2.78771, 1.24074, 4.39584], [-4.03617, 2.43870, 3.45924], [-2.92064, 3.07990, 4.83675], [0.00521, 2.36612, 0.51572], [-0.93496, 2.00543, -2.58297], [0.84769, 2.17224, -1.98573], [-0.18121, 4.45902, -2.75915], [-1.51913, 4.32400, -1.43687], [1.49684, 5.36344, -1.33096], [1.28172, 4.07351, 0.03931], [1.35013, 6.46100, 1.67680], [-2.19888, -7.33377, 3.56779], [-2.10037, -6.11740, 3.53337], [-3.38236, -7.96984, 3.49927], [-1.13301, -8.14713, 3.67737], [-3.48370, -8.97039, 3.52605], [-4.21030, -7.39439, 3.41602], [-0.22287, -7.70870, 3.73182], [-1.19419, -9.15085, 3.70732], [4.23690, 4.76053, -2.17982], [3.23975, 4.12086, -1.88493], [4.36259, 6.07391, -1.91692], [5.29933, 4.20956, -2.79408], [5.17571, 6.61764, -2.15202], [3.58513, 6.52756, -1.45506], [5.24570, 3.22264, -3.01009], [6.12919, 4.72000, -3.04484], [8.12985, -2.92354, -1.38465], [7.11624, -2.46919, -1.89123], [9.25531, -2.20159, -1.23626], [8.21232, -4.18673, -0.92947], [10.09976, -2.55812, -0.82167], [9.23577, -1.24527, -1.56584], [7.38691, -4.76438, -1.02203], [9.03815, -4.57870, -0.50938]],
  "forces_ev_per_a": [[0.138, -1.313, 0.243], [-0.193, 0.021, 0.795], [0.077, -1.032, -0.491], [0.755, -0.750, -2.624], [-0.922, -1.661, 0.815], [0.664, -0.311, -1.083], [-0.420, 0.921, 0.721], [5.489, -4.734, 0.950], [-5.993, 1.953, 0.241], [1.434, 1.597, 0.193], [-1.356, -1.663, -3.803], [0.287, 2.487, -0.279], [-0.905, -2.363, 1.562], [1.280, 1.100, -0.756], [0.650, 1.668, -0.228], [-0.144, -3.192, 0.654], [-0.539, 1.448, -0.155], [-2.717, -2.289, -1.189], [-0.198, 0.350, 0.782], [-5.342, -0.502, 4.704], [6.964, 0.884, -5.328], [-0.156, -1.171, -1.036], [0.211, 0.181, -1.808], [-6.805, 1.729, 1.631], [8.285, -2.804, -2.381], [0.802, 3.099, 0.726], [-0.867, 0.702, -1.813], [0.110, 4.051, 1.208], [0.172, 0.527, 2.860], [0.812, 0.299, 0.491], [-0.719, 0.563, -0.364], [2.357, 1.554, -0.429], [1.079, 0.510, -0.002], [-0.452, 0.010, -0.764], [-0.146, 1.276, 0.814], [-4.657, 3.982, -1.594], [6.760, -5.293, 3.293], [0.498, -0.838, -3.405], [-1.223, -0.344, 1.940], [-1.324, 1.964, -1.434], [0.490, -1.367, -1.716], [-0.584, 0.826, 2.086], [0.662, 2.044, -1.299], [-0.380, -2.186, -0.956], [0.515, 0.060, 2.655], [0.958, 1.581, 1.820], [-0.820, 1.534, -1.232], [1.406, 1.226, 0.270], [-0.639, -0.884, 0.226], [-0.868, 1.446, 1.586], [1.389, 1.557, -0.295], [-0.061, -0.579, -0.650], [-1.580, 0.522, -0.976], [-0.137, 0.427, 1.140], [-1.608, 0.273, -1.452], [-0.324, 1.914, 1.776], [0.963, 1.923, 1.161], [-0.690, -0.095, -2.506], [1.729, -1.521, 0.016], [-0.032, -0.277, -2.491], [1.160, -2.443, 0.150], [0.154, 1.743, 1.416], [-1.612, -0.063, 1.671], [1.415, 2.218, 0.952], [-0.162, -2.152, -1.222], [-0.991, -0.987, 2.158], [0.463, 0.183, 1.764], [0.192, -1.049, 1.397], [-1.132, -2.220, 0.896], [2.351, -1.521, -0.535], [-0.784, -2.328, -1.374], [-0.250, 1.984, 0.807], [-1.880, -1.460, 0.444], [0.147, 0.638, -2.627], [-0.559, 1.941, -1.000], [2.277, -0.536, 1.151], [0.202, -1.696, -2.053], [-1.494, -1.936, -1.330], [1.107, 0.647, 1.753], [-2.567, 0.264, 0.800], [-0.571, -1.095, 2.427], [2.317, -0.091, -0.204], [-1.829, -1.460, 1.452], [-1.227, 1.403, -1.432], [-1.480, -0.537, -0.330], [0.029, 0.507, 0.022], [0.128, 0.128, 0.076], [-1.401, -0.187, -0.132], [1.392, -0.443, 0.085], [0.021, 0.195, 0.005], [0.299, -0.262, 0.053], [-0.358, -0.221, -0.002], [0.008, 0.194, 0.002], [0.290, -0.194, -0.171], [-0.444, -0.343, 0.109], [-0.423, 1.207, 0.504], [0.564, -0.888, -0.474], [-0.153, -0.081, 0.038], [0.424, -0.064, -0.216], [0.083, 0.331, 0.058], [-0.151, -0.088, 0.048], [-0.302, 0.064, -0.096], [0.058, -0.127, -0.117], [0.871, 1.114, -0.079], [-0.392, -1.294, 0.283], [-0.171, 0.063, -0.080], [0.049, -0.393, 0.149], [0.356, 0.210, 0.064], [-0.162, 0.084, -0.080]]
}

Entry 2:
{
  "formula": "C26H59N4O9S2",
  "method": "ωB97M-V/def2-TZVPD",
  "charge": 1,
  "homo_lumo_gap_ev": 7.171,
  "species": ["C", "C", "O", "C", "O", "C", "C", "C", "N", "C", "O", "C", "C", "N", "S", "N", "C", "C", "N", "C", "S", "C", "C", "H", "H", "H", "H", "H", "H", "H", "H", "H", "H", "H", "H", "H", "H", "H", "H", "H", "H", "H", "H", "H", "H", "H", "H", "H", "H", "H", "H", "H", "H", "H", "C", "O", "C", "C", "O", "C", "C", "O", "C", "H", "H", "H", "H", "H", "H", "H", "H", "H", "H", "H", "H", "H", "H", "C", "O", "C", "C", "O", "C", "C", "O", "C", "H", "H", "H", "H", "H", "H", "H", "H", "H", "H", "H", "H", "H", "H"],
  "coordinates": [[4.89539, 1.94524, -8.11672], [3.80723, 1.39685, -7.20466], [3.93696, -0.02895, -7.18165], [3.58275, -0.65306, -6.05750], [3.76251, -0.25297, -4.95960], [2.96640, -2.00033, -6.30238], [1.44727, -1.93024, -6.52546], [0.66553, -1.84365, -5.21457], [-0.11500, -0.56468, -4.99308], [-1.38570, -0.59114, -5.74589], [-1.65056, 0.58482, -6.44527], [-1.08060, 0.61735, -7.74104], [-0.32807, -0.54379, -3.59290], [-1.05481, -1.53444, -2.98249], [-2.62597, -1.08442, -2.35999], [0.22048, 0.37984, -2.88960], [0.97986, 1.49622, -3.46664], [0.07001, 2.52748, -4.15970], [0.62340, 2.85636, -5.45938], [0.12160, 0.39097, -1.44240], [-1.10336, 1.62351, -0.88087], [-1.52427, 1.01607, 0.77086], [-0.36784, 0.34945, 1.54910], [4.90225, 3.02507, -8.03250], [5.84018, 1.59221, -7.72680], [4.75236, 1.60059, -9.12852], [3.95046, 1.85745, -6.23571], [2.85327, 1.71921, -7.60326], [3.44592, -2.48969, -7.14239], [3.14155, -2.59913, -5.41870], [1.15975, -2.85636, -7.00769], [1.23522, -1.13281, -7.22824], [1.31699, -2.00065, -4.36178], [-0.07096, -2.65074, -5.21585], [-2.25408, -0.77641, -5.12128], [-1.34319, -1.39801, -6.47357], [-1.28917, -0.27989, -8.31970], [-0.01072, 0.80904, -7.68500], [-1.52120, 1.44778, -8.27366], [-1.18589, -2.32109, -3.60801], [-3.04612, -0.09971, -3.19017], [1.44711, 2.00821, -2.64073], [1.78465, 1.15004, -4.09895], [-0.03536, 3.40106, -3.53081], [-0.92561, 2.09723, -4.28496], [1.04200, 2.03496, -5.86419], [-0.11257, 3.19390, -6.06364], [-0.09341, -0.58397, -1.02903], [1.08875, 0.68053, -1.06272], [-1.87948, 1.83727, 1.36980], [-2.33447, 0.30077, 0.70774], [0.60566, 0.44941, 1.08821], [-0.29280, 0.79752, 2.53102], [-0.57448, -0.69400, 1.73647], [4.93963, 2.33291, 4.73579], [3.78015, 2.95972, 5.23831], [2.67438, 2.83677, 4.36414], [1.37132, 2.96027, 5.12504], [1.00542, 1.77638, 5.82165], [1.73086, 1.47331, 7.00965], [1.37194, 2.35434, 8.18561], [2.01539, 3.61334, 8.08174], [1.35487, 4.61573, 8.82390], [5.25851, 2.79432, 3.79416], [5.72942, 2.45336, 5.47405], [4.76584, 1.26132, 4.58231], [2.69971, 1.86969, 3.84565], [2.73639, 3.64467, 3.62075], [0.57208, 3.11672, 4.39501], [1.37525, 3.82617, 5.78854], [2.80609, 1.47232, 6.82786], [1.44245, 0.45090, 7.26344], [1.70962, 1.87304, 9.11329], [0.28363, 2.48213, 8.22438], [0.32737, 4.75029, 8.46605], [1.89551, 5.54867, 8.67771], [1.34508, 4.37282, 9.89187], [-4.07393, -0.28186, 4.14278], [-3.64218, -1.58231, 3.81134], [-2.54468, -2.00447, 4.60604], [-2.48558, -3.51512, 4.68385], [-3.41224, -4.07793, 5.59887], [-4.77840, -4.10901, 5.20409], [-5.08906, -5.15559, 4.15649], [-4.70314, -4.70963, 2.86343], [-4.49466, -5.78232, 1.97280], [-3.27241, 0.44737, 3.96932], [-4.92346, -0.03748, 3.50722], [-4.39707, -0.23286, 5.18799], [-2.61981, -1.59466, 5.61934], [-1.62392, -1.63033, 4.13508], [-1.50143, -3.78598, 5.07328], [-2.57930, -3.96837, 3.69499], [-5.12521, -3.12192, 4.89534], [-5.32696, -4.37809, 6.10896], [-6.17106, -5.34201, 4.14251], [-4.56856, -6.08607, 4.41009], [-3.69815, -6.44140, 2.33735], [-4.18530, -5.36534, 1.01545], [-5.41424, -6.36009, 1.82891]],
  "forces_ev_per_a": [[-0.234, -0.326, 0.785], [1.290, 1.073, -0.533], [-0.950, 0.271, -0.334], [-0.019, -1.453, -1.125], [-0.048, 1.372, 1.938], [-0.074, -0.258, -0.117], [0.508, -0.091, 0.076], [-0.574, 0.335, -0.496], [0.475, -0.838, 0.587], [-0.168, 0.340, -0.899], [-0.125, -0.118, 0.289], [0.149, 0.488, -0.019], [0.092, 0.295, -0.671], [-1.050, 0.100, -0.564], [-0.246, -0.265, 0.835], [0.296, 0.196, 0.569], [-0.326, 1.006, -0.005], [-0.143, -0.832, -0.522], [0.251, 0.540, 0.186], [-0.032, 0.118, 0.878], [-0.018, 0.582, -0.166], [0.605, -1.038, 0.356], [-0.263, 0.294, 0.182], [-0.079, 0.231, -0.316], [0.375, -0.101, -0.130], [0.082, 0.092, -0.367], [-0.127, -0.365, 0.460], [-0.562, -0.447, 0.013], [0.042, 0.037, -0.225], [0.232, -0.199, 0.164], [-0.093, -0.143, -0.203], [-0.337, 0.260, 0.000], [0.234, 0.099, 0.106], [0.083, -0.262, 0.082], [-0.007, 0.027, 0.337], [0.182, -0.364, 0.012], [0.019, -0.285, 0.099], [0.252, -0.183, -0.051], [-0.202, 0.238, -0.007], [0.061, 0.047, -0.010], [0.436, -0.228, -0.166], [0.219, -0.146, 0.380], [-0.012, -0.352, -0.291], [0.049, 0.318, 0.044], [-0.203, -0.135, 0.248], [-0.117, -0.162, -0.274], [0.129, 0.042, -0.179], [-0.264, -0.281, -0.236], [0.347, 0.061, -0.053], [-0.174, 0.622, -0.282], [-0.280, -0.067, -0.248], [0.166, 0.027, -0.110], [0.110, 0.186, 0.241], [0.022, -0.378, -0.190], [-0.066, 0.129, 0.048], [-0.030, -0.264, 0.085], [0.148, 0.331, 0.148], [-0.125, -0.112, -0.049], [0.026, 0.022, -0.043], [-0.124, -0.140, 0.034], [0.343, 0.142, 0.052], [-0.187, 0.077, -0.200], [0.121, -0.048, -0.032], [0.040, -0.079, -0.035], [-0.017, 0.055, 0.005], [0.030, 0.004, -0.089], [-0.029, -0.010, -0.004], [-0.109, -0.103, -0.135], [0.013, -0.043, -0.014], [0.209, -0.004, 0.035], [0.032, 0.183, 0.051], [-0.058, 0.015, -0.033], [-0.159, -0.113, 0.009], [-0.016, -0.037, 0.000], [-0.037, -0.023, 0.097], [0.054, -0.036, 0.011], [-0.084, 0.038, 0.017], [0.064, -0.086, -0.112], [-0.176, -0.033, 0.108], [-0.023, -0.043, -0.331], [0.075, -0.063, 0.126], [-0.018, 0.040, -0.070], [0.006, -0.085, 0.142], [-0.137, 0.235, -0.214], [0.263, -0.045, 0.034], [-0.051, 0.128, 0.041], [-0.049, 0.092, 0.107], [0.029, -0.029, -0.042], [0.073, 0.093, 0.019], [0.014, 0.001, 0.002], [0.109, -0.001, 0.201], [-0.022, 0.013, 0.054], [-0.114, 0.136, -0.079], [0.019, -0.023, -0.184], [0.050, -0.029, 0.014], [0.013, -0.120, 0.140], [-0.005, -0.006, 0.032], [-0.068, -0.087, -0.006], [-0.052, 0.037, 0.003], [0.047, -0.087, -0.016]]
}

| no. | HOMO (Ha) | DFT total energy (eV) | lowest unoccupied orbital energy (Ha) |
| --- | --- | --- | --- |
| 1 | -0.4216 | -85950.80019 | -0.084 |
| 2 | -0.3913 | -73965.79108 | -0.128 |